{"formula": "C26H31N3O5", "method": "wB97M-V/def2-TZVPD", "species": ["C", "C", "O", "C", "C", "C", "C", "C", "C", "C", "C", "N", "C", "C", "C", "O", "O", "C", "C", "O", "H", "H", "H", "H", "H", "H", "H", "H", "H", "H", "H", "H", "H", "H", "H", "C", "C", "N", "C", "C", "C", "C", "N", "C", "C", "C", "C", "C", "O", "H", "H", "H", "H", "H", "H", "H", "H", "H", "H", "H", "H", "H", "H", "H", "H"], "positions_angstrom": [[-6.03730, 0.43026, 1.90727], [-4.89783, -0.54116, 2.12567], [-3.91837, -0.26276, 1.06999], [-2.70747, -0.85820, 1.18045], [-1.79930, -0.52818, 0.04262], [-0.68155, -1.27737, -0.38443], [-0.56764, -1.60341, -1.87543], [0.43490, -0.99851, -2.63288], [0.55066, -1.21273, -4.00642], [-0.24434, -2.16146, -4.63989], [-0.03829, -2.50532, -6.04216], [0.10105, -2.83402, -7.14565], [-1.26596, -2.81859, -3.89505], [-1.44371, -2.49799, -2.54402], [-1.64850, 0.90070, -0.28773], [-1.21123, 1.31785, -1.34534], [-1.83429, 1.70195, 0.80187], [-1.85402, 3.11057, 0.49187], [-2.16489, 3.80746, 1.78363], [-2.34628, -1.52657, 2.11454], [-6.81146, 0.26957, 2.67152], [-5.67696, 1.46827, 1.98831], [-6.46945, 0.29825, 0.90149], [-4.42214, -0.37768, 3.09977], [-5.25264, -1.58166, 2.05703], [-0.51891, -2.14141, 0.25355], [1.16002, -0.36370, -2.13929], [1.29865, -0.64725, -4.56751], [-1.91148, -3.56411, -4.40024], [-2.24757, -2.98551, -1.98056], [-0.89086, 3.45477, 0.09321], [-2.64962, 3.28854, -0.24582], [-2.05918, 4.88736, 1.62602], [-3.19714, 3.59176, 2.10172], [-1.48995, 3.47974, 2.58904], [5.13207, -1.69450, -0.68048], [3.92045, -1.31340, -1.47600], [2.98698, -0.38491, -0.79510], [3.53161, 0.99526, -0.72413], [3.12821, 1.82851, -1.95374], [2.05077, -0.98188, 0.02505], [0.82467, -0.27175, 0.45075], [0.95133, 0.09018, 1.87084], [0.96481, -0.92161, 2.78545], [0.84409, -0.69040, 4.13331], [0.72658, 0.63426, 4.52827], [0.76000, 1.67632, 3.59513], [0.93152, 1.40519, 2.25656], [2.12434, -2.19567, 0.32739], [5.72717, -2.32919, -1.32188], [5.73725, -0.81817, -0.48089], [4.89153, -2.22255, 0.23490], [4.19716, -0.74716, -2.37376], [3.29885, -2.17135, -1.74590], [3.27197, 1.53579, 0.20037], [4.63547, 0.86929, -0.73680], [3.78995, 2.70979, -1.97362], [3.27784, 1.25805, -2.89073], [2.09446, 2.22229, -1.89548], [0.57783, 0.59410, -0.16521], [1.05607, -1.91388, 2.32972], [0.86928, -1.58587, 4.78813], [0.59316, 0.84388, 5.59494], [0.71938, 2.73840, 3.85775], [1.09825, 2.12152, 1.46801]], "forces_ev_per_a": [[-0.0593, 0.2129, -0.1430], [0.5395, 0.3028, -0.3607], [-0.5272, -0.6267, 0.5666], [1.9736, 1.0797, -1.3869], [-2.0565, 2.1353, 0.2284], [-0.1602, -0.9109, 1.8983], [1.1554, 0.5598, -0.3675], [-0.2658, -0.1748, -0.2698], [0.3752, -0.0249, 0.1461], [-0.7105, -0.4030, 0.1149], [-0.1079, -0.2111, -0.4277], [-0.0951, 0.4228, 1.1704], [0.3523, 0.3467, -0.0874], [0.1675, -0.0442, 0.3858], [-0.7269, -1.9686, -0.4609], [0.1688, 0.7230, 0.1750], [-0.0579, 0.7006, -0.5777], [-0.2613, -0.3101, 0.1627], [-0.3261, 0.3117, 0.3789], [-0.4957, -1.1350, 1.1790], [0.1485, 0.0451, -0.2774], [-0.1302, -0.3484, -0.0172], [0.0825, 0.0307, 0.4333], [-0.0531, -0.1885, -0.1877], [0.3431, 0.2838, -0.0262], [-0.2480, -0.4671, -0.2564], [-0.3161, 0.1534, -0.3105], [-0.1834, -0.3348, 0.1014], [0.4848, 0.6072, 0.4801], [0.3121, 0.2506, -0.2127], [-0.1813, -0.2864, -0.1165], [0.4088, 0.0420, 0.0280], [-0.0612, -0.1345, 0.2374], [0.3679, 0.0965, -0.0555], [-0.1425, 0.1680, -0.2644], [0.1822, -0.0595, -0.2701], [-1.3269, 0.6947, -0.0966], [0.4285, -0.3173, 0.8577], [-0.3597, -0.2613, -0.5681], [0.1508, 0.4358, 0.2080], [0.5947, -1.6762, 0.0259], [0.9716, 0.6697, -1.7989], [-1.0334, -0.5519, -0.1322], [-0.2428, -0.1739, -1.1024], [0.4414, -0.3139, -0.1834], [-0.3562, 0.1685, 0.8340], [0.4255, 0.4846, -0.1440], [-0.2265, -1.7049, 0.2475], [0.3854, 1.4640, -0.4273], [0.3304, -0.3557, -0.0095], [0.1861, 0.1259, 0.2979], [-0.0927, -0.0071, 0.0906], [0.1623, -0.4708, -0.0924], [0.3687, -0.0036, -0.1271], [-0.0567, -0.4526, -0.2010], [-0.6720, 0.2333, 0.1993], [-0.1954, -0.2222, -0.1998], [-0.1772, 0.3196, 0.4838], [0.4042, -0.4995, -0.0848], [0.6433, 0.3934, 0.5494], [-0.1872, 0.4236, 0.2265], [-0.1372, 1.0707, -0.2763], [0.0664, 0.1248, -0.4691], [-0.0214, -0.5650, 0.2677], [-0.3699, 0.1233, 0.0147]], "e_above_lowest_ev": 5.777, "largest_force_ev_per_a": 3.0, "gap_ev": 5.4, "lumo_ev": -1.1305}

=====

{"formula": "C3H7F2N", "method": "wB97M-V/def2-TZVPD", "species": ["C", "C", "C", "N", "F", "F", "H", "H", "H", "H", "H", "H", "H"], "positions_angstrom": [[0.39305, -1.22901, 0.74752], [0.52582, 1.38884, 0.39853], [0.77774, -0.04569, -0.03791], [-1.41866, 0.11230, -1.79331], [-1.55006, -1.21622, -1.74751], [-2.29738, 0.57760, -0.85747], [-0.73354, -1.43766, 0.76651], [0.79343, -2.16792, 0.29759], [0.75877, -1.22813, 1.88080], [-0.41928, 1.33327, 1.04967], [0.22104, 2.06305, -0.47929], [1.50405, 1.89619, 0.65776], [1.44503, -0.04662, -0.88290]], "forces_ev_per_a": [[-0.2701, -1.5400, 1.4229], [-1.2650, -0.0602, -1.0670], [-0.1421, 1.9131, -0.2393], [0.4840, 0.6217, 0.1930], [-0.3860, -0.4224, 0.1284], [0.0957, -0.3696, -0.1460], [1.2364, 0.6502, 0.1448], [-0.0574, 0.7186, 0.3153], [-0.7596, 0.2434, -2.2245], [1.9442, 0.8518, -0.0995], [0.2066, -1.1913, 0.8317], [-1.2648, -0.5603, 0.9077], [0.1781, -0.8552, -0.1675]], "e_above_lowest_ev": 7.226, "largest_force_ev_per_a": 2.4, "gap_ev": [7.1, 11.3], "lumo_ev": [-0.5328, 0.6706]}

=====

{"formula": "C3H8NO", "method": "wB97M-V/def2-TZVPD", "species": ["C", "O", "H", "H", "H", "C", "C", "N", "H", "H", "H", "H", "H"], "positions_angstrom": [[1.14762, 2.37010, 0.26068], [0.97581, 1.04636, 0.42059], [1.35535, 2.80942, -0.75979], [2.00613, 2.80865, 0.87285], [0.27411, 3.02129, 0.48993], [-0.19065, -1.60402, 0.70506], [-1.45095, -0.72816, -1.00644], [-0.72918, -1.70076, -0.63508], [0.05550, -2.60592, 1.09516], [0.69703, -0.99816, 0.65428], [-0.75366, -1.03897, 1.46370], [-1.72321, -0.61994, -2.05476], [-1.44587, 0.16176, -0.34896]], "forces_ev_per_a": [[0.5350, 0.5774, 0.1857], [-0.1380, 0.2322, -0.3199], [0.2971, -0.6734, -0.2890], [-0.4041, -0.0977, -0.1479], [-0.3761, -0.0008, 0.5874], [0.2973, -0.4965, 0.6048], [1.6052, 0.7387, 0.5164], [-0.9080, -0.2103, -0.0870], [-0.1666, 0.2836, -0.1631], [0.7374, 0.2344, -0.2253], [-0.4858, -0.2060, -0.4212], [-0.3678, -0.2579, 0.0686], [-0.6256, -0.1238, -0.3095]], "e_above_lowest_ev": 1.563, "largest_force_ev_per_a": 1.8, "gap_ev": 6.7, "charge": -1, "lumo_ev": 4.4076}

=====

{"formula": "C45H32Cl5F3NO2PbSSb", "method": "wB97M-V/def2-TZVPD", "species": ["Pb", "C", "C", "C", "C", "C", "C", "C", "C", "C", "S", "C", "N", "H", "H", "H", "H", "H", "H", "H", "H", "Cl", "C", "C", "C", "Cl", "C", "Cl", "C", "Cl", "C", "Cl", "F", "C", "C", "C", "C", "C", "C", "Sb", "C", "C", "C", "C", "F", "C", "C", "C", "C", "C", "C", "F", "C", "C", "H", "H", "H", "H", "H", "H", "H", "H", "H", "H", "H", "H", "O", "C", "C", "C", "C", "C", "C", "C", "C", "O", "C", "C", "C", "H", "H", "H", "H", "H", "H", "H", "H", "H", "H", "H", "H"], "positions_angstrom": [[-0.13733, -0.78320, 1.40706], [2.31258, 1.42837, 1.66518], [1.37700, 1.72758, 2.79970], [1.69490, 2.71363, 3.74939], [0.82583, 2.96442, 4.76902], [-0.38920, 2.25216, 4.86294], [-1.32838, 2.50817, 5.88650], [-2.50207, 1.81477, 5.91517], [-2.77764, 0.84701, 4.93068], [-1.88458, 0.55721, 3.92710], [-2.34304, -0.66003, 2.72161], [-0.65656, 1.27198, 3.88180], [0.25102, 1.03325, 2.87904], [3.10926, 2.16688, 1.61136], [1.78108, 1.44276, 0.70887], [2.78167, 0.44811, 1.78537], [2.62492, 3.25614, 3.65734], [1.05345, 3.71573, 5.51521], [-1.10162, 3.25886, 6.63203], [-3.23226, 2.00425, 6.68985], [-3.72117, 0.31675, 4.95763], [0.42015, -5.03625, 2.42157], [-1.19019, -4.49468, 2.32859], [-1.76494, -4.30296, 1.05179], [-3.08530, -3.83094, 0.88521], [-3.66578, -3.58134, -0.69416], [-3.84394, -3.56816, 2.00776], [-5.43149, -2.98035, 1.84447], [-3.27460, -3.76537, 3.28310], [-4.19716, -3.42861, 4.65020], [-1.94933, -4.22104, 3.44654], [-1.28001, -4.40704, 4.99970], [-4.50999, 6.12819, 1.38416], [-3.80038, 5.08354, 0.95344], [-3.34474, 5.08273, -0.35295], [-2.60710, 3.99702, -0.79549], [-2.33750, 2.93480, 0.06657], [-2.81151, 2.96280, 1.37634], [-3.55003, 4.04450, 1.83034], [-1.23807, 1.28245, -0.62488], [-2.63892, 0.18175, -1.76363], [-2.20564, -0.82712, -2.62391], [-3.11927, -1.56440, -3.36322], [-4.46550, -1.29381, -3.20196], [-5.35103, -2.01418, -3.89885], [-4.92881, -0.31627, -2.34072], [-4.00387, 0.42561, -1.62054], [-0.01757, 2.19157, -2.08670], [-0.08924, 1.87270, -3.43887], [0.79716, 2.44370, -4.34135], [1.74683, 3.32797, -3.86650], [2.61292, 3.86799, -4.72730], [1.82955, 3.68271, -2.53148], [0.93807, 3.10532, -1.64202], [-3.56884, 5.92066, -0.99858], [-2.23813, 3.98953, -1.81435], [-2.62545, 2.13481, 2.04720], [-3.93330, 4.09105, 2.84065], [-1.14781, -1.04098, -2.74066], [-2.80562, -2.32975, -4.06087], [-5.99213, -0.13723, -2.25644], [-4.35527, 1.20939, -0.95976], [-0.84379, 1.19089, -3.80926], [0.75685, 2.21835, -5.39832], [2.57274, 4.40093, -2.21326], [0.98744, 3.38989, -0.59577], [-0.46991, -4.97201, -0.99050], [-1.04635, -4.67483, -0.07841], [6.71907, -1.06193, -3.80967], [5.58915, -1.64229, -3.01255], [5.69065, -2.90076, -2.43433], [4.66084, -3.44720, -1.68456], [4.85749, -4.83184, -1.11359], [3.47633, -2.69928, -1.50691], [2.41043, -3.29611, -0.71863], [1.32006, -2.80174, -0.44989], [3.35493, -1.41726, -2.09218], [2.11812, -0.56940, -1.96234], [4.41082, -0.91908, -2.83025], [7.49400, -1.80068, -4.00183], [7.17229, -0.22784, -3.27068], [6.36310, -0.67580, -4.76500], [6.59855, -3.47426, -2.57593], [5.85559, -5.19030, -1.35358], [4.14447, -5.54265, -1.53417], [4.75800, -4.85639, -0.02793], [2.63026, -4.30330, -0.33047], [1.89828, -0.34325, -0.91656], [1.24016, -1.08388, -2.35837], [2.24863, 0.36708, -2.50285], [4.31770, 0.05986, -3.28752]], "forces_ev_per_a": [[0.0914, 0.1715, 0.0000], [0.0044, 0.0370, 0.0116], [-0.0158, -0.0760, 0.0216], [0.0267, 0.0238, -0.0362], [-0.0169, -0.0033, 0.0387], [-0.0040, 0.0119, -0.0225], [0.0023, 0.0006, 0.0036], [-0.0065, -0.0108, -0.0060], [-0.0077, -0.0007, 0.0067], [0.0255, 0.0054, -0.0149], [-0.0100, -0.0040, 0.0190], [-0.0155, 0.0013, -0.0556], [0.0283, 0.0192, 0.0511], [0.0038, -0.0076, 0.0035], [0.0183, -0.0076, -0.0038], [-0.0199, -0.0072, 0.0139], [-0.0018, 0.0028, -0.0038], [-0.0040, 0.0045, -0.0039], [0.0013, 0.0013, -0.0015], [-0.0040, -0.0024, -0.0014], [-0.0010, -0.0031, 0.0080], [0.0213, -0.0343, 0.0100], [0.0359, -0.0134, -0.0878], [-0.0319, -0.1050, 0.0090], [-0.0170, -0.0086, -0.0592], [-0.0017, -0.0164, 0.0395], [-0.0014, 0.0132, 0.0465], [0.0142, -0.0048, -0.0001], [0.0028, -0.0157, -0.0764], [-0.0258, -0.0028, 0.0379], [-0.0131, 0.0099, -0.0031], [0.0020, 0.0061, -0.0040], [0.0035, -0.0022, 0.0021], [-0.0062, 0.0178, 0.0062], [0.0020, 0.0016, -0.0205], [0.0305, 0.0120, 0.0182], [-0.0524, -0.0482, 0.0047], [-0.0377, 0.0279, -0.0329], [0.0060, -0.0193, 0.0096], [0.0150, -0.0685, -0.0042], [0.0012, 0.0032, 0.0485], [-0.0154, 0.0125, 0.0130], [0.0498, -0.0118, -0.0155], [-0.0403, -0.0023, -0.0009], [0.0092, 0.0138, 0.0088], [-0.0098, 0.0139, 0.0047], [0.0085, -0.0030, -0.0734], [0.0146, 0.0015, 0.0329], [-0.0101, 0.0493, 0.0070], [-0.0188, -0.0221, -0.0094], [0.0134, 0.0117, -0.0074], [-0.0096, -0.0003, 0.0004], [-0.0028, 0.0056, 0.0277], [0.0247, -0.0304, -0.0475], [-0.0007, 0.0003, 0.0001], [-0.0010, 0.0013, -0.0011], [0.0120, -0.0091, 0.0167], [0.0010, 0.0014, -0.0010], [-0.0008, 0.0128, -0.0013], [-0.0055, -0.0038, 0.0014], [-0.0002, -0.0032, 0.0022], [-0.0014, -0.0059, 0.0072], [-0.0027, -0.0280, 0.0039], [0.0003, 0.0010, 0.0000], [0.0023, -0.0008, -0.0019], [0.0025, 0.0049, -0.0036], [-0.1128, -0.1817, -0.0618], [0.1419, 0.2900, 0.1004], [-0.0084, -0.0064, 0.0049], [0.0018, 0.0058, -0.0092], [0.0126, -0.0059, 0.0146], [0.0160, -0.0241, -0.0153], [-0.0118, 0.0175, -0.0109], [-0.0067, -0.0161, 0.0576], [0.0482, -0.0133, -0.0278], [-0.1503, -0.0222, 0.0365], [-0.0532, 0.0361, -0.0144], [0.0150, -0.0228, -0.0121], [0.0052, 0.0017, 0.0026], [0.0007, -0.0010, 0.0006], [0.0011, 0.0020, -0.0005], [-0.0042, 0.0015, 0.0009], [0.0023, 0.0032, -0.0022], [-0.0041, -0.0037, -0.0123], [0.0096, -0.0191, 0.0101], [-0.0026, 0.0217, 0.0048], [-0.0013, -0.0016, -0.0136], [0.0223, 0.0105, 0.0003], [0.0119, 0.0031, 0.0011], [0.0019, 0.0050, 0.0068], [0.0037, 0.0014, 0.0034]], "e_above_lowest_ev": 0.000, "largest_force_ev_per_a": 0.3, "gap_ev": 5.4, "charge": 2, "lumo_ev": -7.2798}